One molecule with the formula C2H4BrClO2S at a distorted geometry, computed with ωB97M-V/def2-TZVPD.

Output
Energy above the lowest of the compared OMol25 structures with the same formula, charge and spin = 0.0 kJ/mol
HOMO level = -0.3887 Eh
Strongest force on any atom = 5.18 eV/A
Kohn-Sham gap = 10.898 eV
LUMO = 0.322 eV
Calculated total energy = -99632.5273 eV
SMILES = CS(=O)(=O)[C@H](Cl)Br

```
! wB97M-V def2-TZVPD RIJCOSX def2/J DEFGRID3
* xyz 0 1
C -0.60 0.56 0.15
C 0.75 -1.60 -1.35
O -1.67 -0.59 -2.14
O 0.32 0.87 -2.36
S -0.43 -0.10 -1.62
Cl 0.98 -2.16 -3.01
Br -0.07 -2.88 -0.14
H 0.14 0.06 0.78
H -0.32 1.56 -0.08
H -1.63 0.26 0.46
H 1.64 -1.29 -1.01
*
```

Charges per atom according to Löwdin partitioning, unit e: atom 1 (C): -0.11, atom 2 (C): -1.15, atom 3 (O): -0.33, atom 4 (O): -0.34, atom 5 (S): 0.53, atom 6 (Cl): 0.59, atom 7 (Br): 0.68, atom 8 (H): 0.04, atom 9 (H): 0.04, atom 10 (H): 0.08, atom 11 (H): -0.03

***

C2H4BrClO3P as an isolated structure at a distorted geometry, computed with ωB97M-V/def2-TZVPD.

Output
Energy above the lowest of the compared OMol25 structures with the same formula, charge and spin = 0.0 kJ/mol
HOMO level = -0.1808 Eh
Strongest force on any atom = 5.14 eV/A
Kohn-Sham gap = 8.253 eV
LUMO = 3.334 eV
Calculated total energy = -100138.0216 eV

```
! wB97M-V def2-TZVPD RIJCOSX def2/J DEFGRID3
* xyz -1 1
C -1.62 0.47 0.01
C 1.46 -0.01 0.94
O 1.23 -0.49 -2.17
O -0.50 -1.84 -0.77
O -0.63 0.70 -0.90
P 0.38 -0.63 -1.01
Cl -2.61 1.95 -0.11
Br 3.09 -0.94 0.66
H -1.07 0.36 0.95
H -2.30 -0.25 -0.26
H 1.54 0.99 0.80
H 1.03 -0.33 1.87
*
```

Charges per atom according to Löwdin partitioning, unit e: atom 1 (C): -0.70, atom 2 (C): -0.66, atom 3 (O): -0.33, atom 4 (O): -0.37, atom 5 (O): -0.35, atom 6 (P): 0.33, atom 7 (Cl): 0.55, atom 8 (Br): 0.51, atom 9 (H): 0.07, atom 10 (H): 0.03, atom 11 (H): -0.05, atom 12 (H): -0.01

***

> Which of these has the lowest Kohn-Sham gap?

C2H4BrClO3P